Entry from OMol25: a cluster of 3 separate species, C19H20BF16O4 in total at a distorted geometry (ωB97M-V with the def2-TZVPD basis set).

Output
Lowest unoccupied orbital energy: 0.08748 Eh
Net charge: -1
Energy: -2659.71076 a.u.

XYZ file:
```
60
Properties=species:S:1:pos:R:3:forces:R:3:lowdin_charge:R:1
O 3.837752 -0.367424 -1.823636 -1.003 -0.807 -0.068 0.0325
C 2.636782 -0.635544 -1.795107 1.955 1.238 0.321 -0.4954
O 2.142081 -1.614150 -2.601164 -0.525 0.037 0.846 0.0874
C 1.710600 0.117043 -0.871612 -0.516 0.311 -0.763 -0.1339
C 0.402315 0.637080 -1.550781 -0.317 -1.205 0.441 -0.1729
B -0.928109 -0.036940 -0.794375 0.052 -0.156 -0.473 -0.4550
C -1.143248 -1.534429 -1.443517 0.077 2.284 1.135 -0.2182
C -0.507641 -2.627545 -0.890051 -0.008 -0.176 -0.086 -0.0875
C -0.662317 -3.870022 -1.469012 0.715 -0.042 0.886 -0.1245
C -1.470303 -3.984939 -2.566071 -0.100 -2.016 -0.858 -0.1603
C -2.107723 -2.915304 -3.121766 -0.717 0.960 -0.706 -0.1258
C -1.938076 -1.665138 -2.565228 0.047 -0.377 -0.128 -0.0792
H 2.802899 -2.318389 -2.619806 0.174 0.266 -0.388 0.1136
H 2.254579 0.970755 -0.465015 0.342 -0.272 -0.054 0.1083
H 1.500197 -0.551969 -0.030130 -0.218 -0.007 -0.141 0.0804
H 0.415472 0.232769 -2.572985 -0.160 0.401 -0.051 0.0819
H 0.348803 1.725239 -1.598572 0.393 -0.418 0.157 0.0448
H -0.755869 -0.148826 0.412162 0.233 0.070 0.223 0.0462
H -1.933649 0.637405 -0.960361 -0.157 0.097 -0.189 0.0362
H 0.112728 -2.461738 -0.015235 -0.031 -0.191 0.051 0.0840
H -0.135934 -4.722213 -1.045216 -0.147 -0.124 -0.158 0.0870
H -1.591010 -4.961902 -3.033260 -0.019 0.036 0.084 0.0859
H -2.751829 -3.009800 -3.992485 0.093 -0.278 -0.001 0.0895
H -2.404337 -0.785996 -2.995076 -0.069 -0.002 0.035 0.1002
C -0.648968 5.767812 -1.649722 0.520 0.331 0.200 -0.0316
C -1.028112 4.405794 -2.269186 -0.377 0.030 0.740 -0.4427
C -1.508897 4.406721 -3.724202 0.130 -0.419 -0.386 -0.3058
F -2.638364 5.127304 -3.891394 -0.039 0.215 0.196 0.0874
F -1.785532 3.143546 -4.108478 0.092 -0.006 0.121 0.1069
F -1.921618 3.795375 -1.471629 -0.149 0.069 -0.179 0.1450
F 0.105757 3.653654 -2.242303 0.053 0.557 -0.424 0.0943
O -1.604709 6.421545 -0.811429 -0.604 -0.307 -0.443 0.0435
C -2.580583 7.240789 -1.335932 1.119 -0.086 0.011 -0.5370
C -3.989527 6.697483 -1.080702 -0.390 -0.152 0.169 -0.2877
F -4.151254 5.482247 -1.625262 0.151 -0.011 -0.119 0.1114
F -4.905597 7.525662 -1.643597 0.131 0.142 0.022 0.0884
F -2.359140 7.496187 -2.638715 -0.263 -0.030 -0.057 0.1438
F -2.475958 8.429961 -0.690871 -0.247 0.010 0.058 0.1316
H 0.172763 5.545262 -0.970475 -0.113 -0.121 0.059 0.1478
H -0.232490 6.451976 -2.389301 -0.239 -0.030 -0.182 0.1411
H -0.734300 4.802344 -4.387881 0.038 0.071 0.081 0.1694
H -4.182298 6.625587 -0.008318 0.107 0.104 0.017 0.1746
C 2.583789 -3.976809 2.976867 0.373 -0.338 -0.424 -0.0290
C 1.857824 -2.628710 3.167905 -0.551 -0.587 -0.045 -0.4437
C 2.401189 -1.680712 4.241785 0.063 0.539 -0.043 -0.3046
F 2.342286 -2.216918 5.478735 -0.011 -0.282 0.012 0.0879
F 1.657498 -0.552811 4.264822 -0.034 -0.066 -0.130 0.1020
F 0.543241 -2.860035 3.359723 0.043 0.066 0.225 0.1394
F 1.973608 -1.970996 1.985877 0.337 0.116 0.108 0.1093
O 2.020903 -5.142662 3.582994 -0.289 0.466 0.624 0.0440
C 2.306416 -5.484751 4.887033 0.557 0.187 -0.970 -0.5376
C 1.060457 -5.455872 5.776936 -0.389 -0.078 0.203 -0.2867
F 0.499413 -4.235827 5.795138 0.136 0.112 -0.077 0.1072
F 1.402932 -5.768842 7.051618 0.146 -0.090 -0.074 0.0896
F 3.307168 -4.734149 5.383818 -0.138 0.036 0.239 0.1445
F 2.762385 -6.761434 4.862511 -0.162 -0.077 0.183 0.1344
H 2.508395 -4.184476 1.910166 -0.171 0.037 0.028 0.1489
H 3.651998 -3.897562 3.178821 -0.046 0.124 0.270 0.1429
H 3.436035 -1.401820 4.024395 0.015 -0.091 -0.057 0.1713
H 0.319126 -6.172909 5.418567 0.112 -0.069 -0.068 0.1747
```
Positions in Å, forces in eV/Å.

---

Entry from OMol25: a structure of composition C19H20BiN2O3 at a distorted geometry (ωB97M-V with the def2-TZVPD basis set).

Output
Lowest unoccupied orbital energy: 0.10231 Eh
Net charge: -1
Energy: -1285.82099 a.u.

XYZ file:
```
45
Properties=species:S:1:pos:R:3:forces:R:3:lowdin_charge:R:1
Bi -0.426156 -0.594764 -1.699140 -1.219 -0.180 -0.492 1.6350
O -0.536056 -1.404564 2.916060 -0.133 0.052 -0.052 0.0582
C 0.730944 -1.823164 3.138460 0.315 -0.072 0.040 -0.2541
C 1.122144 -2.232664 4.406160 0.010 -0.039 0.158 -0.0371
C 2.437744 -2.570564 4.668260 -0.041 0.028 -0.023 -0.1051
C 3.378044 -2.491064 3.655160 0.184 -0.105 0.088 -0.1065
C 2.989444 -2.108064 2.384960 -0.161 0.014 0.028 -0.0327
C 1.668744 -1.783964 2.096560 -0.215 -0.201 0.441 -0.0793
C 1.299044 -1.316964 0.745460 0.118 0.188 -0.718 -0.4725
O 0.179244 -1.685364 0.227960 -0.083 0.360 -0.168 -0.2362
N 2.189044 -0.533364 0.197860 0.992 -0.188 0.875 0.0520
N 1.738944 0.126536 -0.878740 -0.412 0.778 -0.749 -0.1854
C 2.530644 0.782736 -1.659840 0.131 -0.830 0.965 -0.1216
C 2.097244 1.731836 -2.628940 -0.432 0.436 -0.636 -0.1850
C 3.044644 2.218936 -3.539840 0.045 -0.087 0.014 -0.0845
C 2.766744 3.224836 -4.431540 0.402 0.100 -0.273 -0.1441
C 1.491944 3.794136 -4.433640 -0.125 -0.019 0.034 -0.1235
C 0.531344 3.337636 -3.571940 -0.061 0.331 -0.177 -0.0398
C 0.772144 2.295936 -2.634840 0.080 0.024 0.092 -0.4400
O -0.161056 1.940436 -1.840640 -0.146 -0.540 0.031 -0.2344
H -1.052556 -1.476664 3.727560 0.094 -0.002 -0.104 0.1129
H 0.381544 -2.255564 5.198560 -0.013 -0.018 0.033 0.1074
H 2.725644 -2.880564 5.663460 0.013 -0.003 0.052 0.0951
H 4.414444 -2.721364 3.856060 0.063 -0.056 0.000 0.0920
H 3.709644 -2.029364 1.586460 0.055 0.005 -0.089 0.1060
H 3.611844 0.626636 -1.576440 -0.071 0.040 0.250 0.1197
H 4.030644 1.768636 -3.529440 0.111 0.023 0.032 0.0981
H 3.525244 3.585336 -5.116040 0.016 -0.053 0.021 0.0815
H 1.264144 4.603636 -5.119340 -0.021 -0.023 -0.007 0.0909
H -0.457156 3.778836 -3.567040 -0.051 -0.038 0.051 0.1019
C -3.008756 -1.444564 0.982360 0.014 0.179 -0.173 -0.0939
C -3.281156 -0.360964 -0.064740 -0.314 0.018 0.272 -0.7529
C -2.863956 1.010136 0.493160 -0.155 -0.181 -0.040 -0.0844
C -4.789656 -0.316664 -0.366940 0.246 -0.051 -0.017 -0.0957
C -2.532156 -0.667764 -1.329840 0.829 -0.114 0.137 -0.4174
H -3.550656 -1.239664 1.908460 -0.059 0.039 0.158 0.0718
H -1.945256 -1.476864 1.186860 0.017 -0.105 0.080 0.0313
H -3.310556 -2.422464 0.609060 -0.060 -0.061 -0.068 0.0777
H -3.374856 1.215736 1.436560 -0.047 0.104 0.151 0.0688
H -3.106256 1.794936 -0.223440 0.017 0.062 -0.024 0.0779
H -1.787956 1.032536 0.644860 0.111 0.044 0.141 0.0640
H -5.372956 -0.146364 0.540260 -0.019 0.025 0.094 0.0693
H -5.113456 -1.255164 -0.814540 -0.046 -0.098 -0.039 0.0701
H -5.002456 0.488636 -1.068340 -0.086 0.091 -0.098 0.0688
H -2.958156 -0.119564 -2.175340 0.109 0.119 -0.294 -0.0242
```
Positions in Å, forces in eV/Å.